The following is a quantum chemistry calculation of a structure of composition C22H30GeN2ORhS2Se, from the OMol25 dataset.

```
! RIJCOSX wB97M-V def2-TZVPD def2/J DEFGRID3
* xyz -1 1
Rh -0.20127 -1.45164 1.34233
C 2.19436 2.08612 2.76401
C 1.96041 0.84501 1.92243
N 0.75411 0.47118 1.65042
N -0.12926 1.56999 1.87433
C -1.39344 1.29906 1.86696
S -2.16925 -0.17147 1.62720
S -2.35035 2.84705 1.98092
C -2.72919 3.03935 0.17598
C -1.55669 3.67181 -0.53203
C -0.55965 2.85960 -1.05094
C 0.54434 3.42414 -1.68104
C 0.64875 4.80136 -1.80182
C -0.35086 5.61618 -1.28628
C -1.44976 5.04791 -0.65527
C 3.23267 0.16174 1.44039
C 4.45307 0.71638 1.85631
C 5.68304 0.17063 1.53313
C 5.73552 -0.96887 0.74230
C 4.56210 -1.50160 0.25921
C 3.31501 -0.93734 0.56977
O 2.22888 -1.46414 0.01132
H 1.28705 2.34660 3.29083
H 2.47551 2.95046 2.15591
H 2.98716 1.90283 3.48553
H -3.63279 3.63972 0.24120
H -2.90419 1.99196 -0.06297
H -0.63545 1.78467 -0.94333
H 1.32123 2.77950 -2.07326
H 1.50690 5.24135 -2.29563
H -0.27432 6.69308 -1.37248
H -2.22418 5.68144 -0.23585
H 4.45722 1.61966 2.44289
H 6.58897 0.63754 1.89782
H 6.68717 -1.42807 0.49950
H 4.55383 -2.36189 -0.39785
C -0.88644 -1.03598 -1.91369
Ge -2.16155 -2.48428 -1.88104
C -3.94567 -1.86190 -1.41128
C -2.24846 -3.36991 -3.62912
C -1.56104 -3.92008 -0.67712
Se -1.23368 -3.54406 1.22570
C -3.10459 -3.46781 1.76197
H -1.33175 -0.11838 -2.30766
H -0.00491 -1.29364 -2.50413
H -0.57733 -0.86866 -0.87001
H -4.35831 -1.27737 -2.23733
H -3.89118 -1.21747 -0.53213
H -4.62086 -2.69595 -1.20847
H -2.65820 -2.69963 -4.38876
H -2.88169 -4.25952 -3.58297
H -1.24819 -3.67416 -3.94510
H -0.59106 -4.26203 -1.04564
H -2.24710 -4.77114 -0.71737
H -3.66392 -2.78633 1.12604
H -3.11593 -3.08717 2.78042
H -3.53254 -4.46857 1.72249
C 1.54329 -2.45072 0.90774
H 1.50104 -3.37387 0.31887
H 2.20342 -2.62264 1.76665
*
```

Properties
- calculated total energy (Ha) = -6426.33109
- Kohn-Sham gap (eV) = 5.9
- LUMO (eV) = 2.7
- HOMO (eV) = -3.264

Atomic partial charges in e from the Mulliken method, atoms 1 to 6: 0.199 -1.777 0.829 0.214 -0.553 0.172


The following is a quantum chemistry calculation of an isolated molecule of C22H30N2O4, from the OMol25 dataset.

```
! RIJCOSX wB97M-V def2-TZVPD def2/J DEFGRID3
* xyz 0 1
C 0.55874 1.39378 2.48105
C -0.83752 1.25175 3.07870
O -1.54050 0.10424 2.65379
C -1.04443 -1.12198 3.14908
C 0.02198 -1.74175 2.27601
C -0.14675 -1.76716 0.90464
C 0.79300 -2.34560 0.06124
C 0.56487 -2.35029 -1.42495
N 0.72999 -1.01714 -1.99523
C 0.29734 -0.98075 -3.38310
C 0.33449 0.44360 -3.92665
C 1.72316 1.05539 -3.76320
C 2.27153 0.88074 -2.34321
C 1.66258 1.84822 -1.31861
N 0.26120 1.62279 -1.05978
C -0.66175 2.56379 -1.38296
O -0.37551 3.68088 -1.77055
C -2.05964 2.12079 -1.17488
C -2.61411 1.22882 -0.29202
C -4.00635 1.26427 -0.52483
C -4.19480 2.16781 -1.52794
O -3.03034 2.69178 -1.91985
C 2.11204 -0.57417 -1.89659
C 1.92461 -2.90760 0.62846
C 2.11656 -2.89594 2.00036
C 1.17186 -2.31650 2.83778
O 1.27814 -2.26219 4.19896
C 2.40726 -2.83639 4.81046
H 0.49983 1.38522 1.39628
H 0.99308 2.33653 2.80341
H 1.20303 0.58082 2.80714
H -0.77309 1.25721 4.17772
H -1.46281 2.09036 2.76021
H -1.91005 -1.79525 3.17753
H -0.66597 -1.00155 4.17052
H -1.04098 -1.33050 0.48706
H -0.46303 -2.66614 -1.62724
H 1.24598 -3.07543 -1.90526
H 0.93748 -1.62999 -4.00950
H -0.72516 -1.36512 -3.43535
H -0.40658 1.05018 -3.40964
H 0.06618 0.42535 -4.98493
H 2.40913 0.56266 -4.45815
H 1.69121 2.11538 -4.01817
H 3.34482 1.10367 -2.36537
H 2.21809 1.74936 -0.37736
H 1.75741 2.87905 -1.67129
H -0.00522 0.64718 -0.97904
H -2.11266 0.66143 0.46467
H -4.75838 0.69881 -0.01395
H -5.07993 2.50581 -2.03031
H 2.76956 -1.21482 -2.51463
H 2.42854 -0.67291 -0.85481
H 2.67119 -3.37035 -0.00123
H 3.00944 -3.34625 2.40426
H 2.47227 -3.90994 4.60711
H 3.33299 -2.34747 4.48983
H 2.27149 -2.68136 5.87975
*
```

Properties
- calculated total energy (Ha) = -1266.77225
- Kohn-Sham gap (eV) = 9.3
- LUMO (eV) = 0.7
- structure (SMILES) = CCOCc1cc(CN2CCC[C@@H](CNC(=O)c3ccco3)C2)ccc1OC
- HOMO (eV) = -8.620

Atomic partial charges in e from the Mulliken method, atoms 1 to 6: -0.784 -0.422 -0.290 -1.010 0.694 0.319


The following is a quantum chemistry calculation of a structure of composition C22H30N4NiO5Si2, from the OMol25 dataset.

```
! RIJCOSX wB97M-V def2-TZVPD def2/J DEFGRID3
* xyz -2 3
Ni 0.18201 -0.65580 0.29489
O 0.78317 -0.29856 4.38044
C 0.91656 -0.64508 3.20107
O -0.01145 -0.85612 2.36127
C 2.37717 -0.89498 2.72202
C 2.46705 -2.07388 1.73973
C 3.91720 -2.58212 1.66945
C 4.59492 -1.43763 0.87358
C 3.39484 -0.51046 0.59614
O 2.32210 -1.44380 0.45754
C 3.02704 0.25043 1.88073
C 2.12962 1.44856 1.52277
O 2.50848 2.57268 1.84993
O 1.08502 1.16422 0.84020
H 2.96107 -1.08751 3.62029
H 1.70369 -2.83700 1.86510
H 4.34431 -2.72992 2.66117
H 3.96256 -3.52588 1.12499
H 5.37138 -0.92411 1.43998
H 5.01939 -1.80237 -0.06236
H 3.48103 0.10990 -0.29400
H 3.90666 0.66474 2.36873
C -3.09621 0.62073 2.08017
Si -3.08389 0.31655 0.21644
C -3.53920 -1.49634 -0.12638
C -4.58514 1.29182 -0.48467
C -1.41526 0.73744 -0.47056
C -1.01889 0.16018 -1.73023
C -1.86168 -0.05830 -2.84622
C -1.34978 -0.62040 -3.99282
C -0.00570 -0.99736 -4.04129
C 0.75922 -0.78776 -2.90810
N 0.29097 -0.22133 -1.80392
Si -0.60715 2.43834 -0.17938
C -1.91871 3.54397 -1.12458
C -0.73727 3.23241 1.53684
C 0.85247 2.88248 -1.33153
H -3.95493 0.15667 2.57422
H -3.11158 1.69135 2.30064
H -2.18073 0.20117 2.50642
H -4.45237 -1.78975 0.39928
H -2.72275 -2.13746 0.20833
H -3.68748 -1.68139 -1.19349
H -5.52132 0.92831 -0.04650
H -4.66426 1.19264 -1.57140
H -4.50363 2.35611 -0.25698
H -2.89861 0.24314 -2.77845
H -1.98619 -0.76605 -4.85959
H 0.42639 -1.45365 -4.92147
H 1.79953 -1.10197 -2.88847
H -2.88998 3.52782 -0.62400
H -2.06755 3.18920 -2.15095
H -1.59228 4.59234 -1.17786
H -1.62751 3.86165 1.62525
H 0.14783 3.84098 1.72915
H -0.76495 2.46203 2.31024
H 0.49912 3.03293 -2.35575
H 1.60785 2.09733 -1.34000
H 1.32959 3.80848 -0.99675
N -0.36856 -2.53900 -0.17029
C 0.07291 -3.51843 -0.63141
N 0.43931 -4.65928 -1.07379
C 1.36860 -5.02535 -1.90175
N 2.17597 -5.45754 -2.62210
*
```

Properties
- calculated total energy (Ha) = -3539.04731
- ⟨S²⟩ = 2.006
- Kohn-Sham gap (spin up / spin down) (eV) = 6.5 / 7.0
- LUMO (spin up / spin down) (eV) = 4.9 / 4.9
- HOMO (spin up / spin down) (eV) = -1.553 / -2.057

Atomic partial charges in e from the Mulliken method, atoms 1 to 6: 0.314 -0.825 -0.272 -0.701 0.306 -0.251


The following is a quantum chemistry calculation of a structure of composition C22H30N4O3PTi, from the OMol25 dataset.

```
! RIJCOSX wB97M-V def2-TZVPD def2/J DEFGRID3
* xyz 2 2
Ti 0.01989 -0.24504 0.45576
C 5.28987 -2.44851 -0.76147
C 4.86838 -1.18721 -0.35905
C 3.53268 -0.85267 -0.38271
C 2.57360 -1.87476 -0.61804
C 2.99280 -3.13302 -1.12222
C 4.35746 -3.37669 -1.17086
N 1.19825 -1.67509 -0.41943
N 0.46710 -2.83510 -0.62827
C -0.86696 -2.61078 -0.70307
C -1.77463 -3.65927 -1.16957
C -3.09176 -3.39781 -1.07142
C -3.63369 -2.13804 -0.66886
C -2.74460 -1.08365 -0.33797
C -1.36214 -1.30878 -0.34123
H 6.34975 -2.75545 -0.69771
H 5.61862 -0.51436 0.02847
H 3.17733 0.15261 -0.15743
H 2.29741 -3.93614 -1.35608
H 4.70274 -4.33953 -1.54246
H -1.26739 -4.53487 -1.56519
H -3.82310 -4.15879 -1.34774
H -4.72822 -2.02674 -0.63403
H -3.03872 -0.15213 0.09805
C 0.28826 -3.52718 4.94090
N -0.18600 -2.52360 3.95243
C -1.49189 -1.96514 3.99028
C -1.50237 -0.93824 3.12596
N -0.22669 -0.83764 2.49678
C 0.51393 -1.78872 3.05495
H 1.31775 -3.78102 4.66179
H -0.29606 -4.43210 4.74134
H 0.18774 -3.20671 6.02977
H -2.30929 -2.34129 4.61767
H -2.38387 -0.27695 2.86762
H 1.54586 -1.94235 2.72733
C 0.58440 4.51309 -3.34565
C 0.37032 2.99656 -3.36575
O 0.35295 2.51129 -2.02960
P -0.95048 1.78244 -1.42418
O -0.13206 1.59490 0.10505
C 0.43641 2.69281 0.94627
C 1.96187 2.63853 0.77510
O -1.88427 3.08523 -1.02094
C -3.15970 3.44130 -1.70817
C -4.17474 3.83137 -0.66929
H 0.74446 4.81206 -4.40633
H 1.45305 4.80778 -2.76038
H -0.33369 5.00227 -2.96471
H 1.14038 2.40021 -3.86542
H -0.61790 2.79368 -3.80426
H 0.08473 2.47517 1.99077
H -0.02109 3.56000 0.51490
H 2.43391 1.88844 1.41910
H 2.36082 3.61935 1.03726
H 2.31089 2.50250 -0.24381
H -3.39206 2.60466 -2.39412
H -2.89839 4.33113 -2.31732
H -3.80212 3.58131 0.36411
H -5.04678 3.24963 -0.85951
H -4.39292 4.93705 -0.70743
*
```

Properties
- calculated total energy (Ha) = -2491.31318
- ⟨S²⟩ = 0.985
- Kohn-Sham gap (spin up / spin down) (eV) = 6.2 / 6.3
- LUMO (spin up / spin down) (eV) = -7.5 / -7.5
- HOMO (spin up / spin down) (eV) = -13.765 / -13.861

Atomic partial charges in e from the Mulliken method, atoms 1 to 6: 0.518 -0.503 -0.579 -0.291 0.350 -0.416


The following is a quantum chemistry calculation of a structure of composition C22H30O2SiW, from the OMol25 dataset.

```
! RIJCOSX wB97M-V def2-TZVPD def2/J DEFGRID3
* xyz 2 3
C 0.45339 1.44344 -0.67985
C -0.24612 2.32060 -1.58788
C -1.51483 2.64362 -0.98769
H 0.15962 2.73514 -2.50455
C -1.54402 2.05614 0.32879
C -0.33484 1.31750 0.51716
H -0.02406 0.78256 1.41132
H 1.45279 1.05088 -0.81793
H -2.28592 3.26922 -1.41770
H -2.35942 2.15167 1.04081
W -1.38426 0.46357 -1.43555
C -1.51490 -2.38830 -4.35679
H -2.47661 -1.92968 -4.11386
H -1.72201 -3.44457 -4.56352
H -1.12807 -1.95257 -5.28599
Si -0.18146 -1.19546 -2.91680
C 1.64391 -1.19581 -3.22308
C 2.36537 0.00916 -3.31667
H 1.93032 0.95303 -2.97994
C 3.64798 0.01375 -3.88218
H 4.18310 0.96350 -3.98548
C 4.23572 -1.18475 -4.29533
H 5.23562 -1.17278 -4.74590
C 3.57984 -2.40159 -4.06902
H 4.06574 -3.34159 -4.33784
C 2.30811 -2.40821 -3.48243
H 1.80696 -3.34710 -3.24561
C -1.11680 0.31402 -3.46892
C -0.60215 1.16878 -4.48778
H 0.41096 1.00169 -4.84102
C -1.42982 2.15317 -4.99181
H -1.04489 2.80629 -5.77294
C -2.74625 2.31214 -4.53052
H -3.34763 3.10183 -4.98617
C -3.31316 1.46194 -3.60197
H -4.34843 1.56554 -3.28406
C -2.55726 0.37420 -3.11322
H -2.96952 -0.46410 -2.49151
H -0.73324 -1.27406 -1.41885
H -0.72227 -2.55329 -3.44398
C -1.63512 -1.66102 2.16314
O -0.57909 -1.94163 1.25489
C 0.10319 -3.15320 1.54040
C 1.20753 -3.34695 0.50228
O 1.70769 -2.12905 -0.04488
C 2.40134 -1.34433 0.92830
H -2.19245 -0.83087 1.71705
H -1.24624 -1.34662 3.14698
H -2.30696 -2.52393 2.31997
H 0.56300 -3.10899 2.54243
H -0.59625 -4.00546 1.49144
H 2.02279 -3.92241 0.98445
H 0.80006 -3.91434 -0.34617
H 2.82092 -0.49883 0.37608
H 1.71732 -0.96919 1.70632
H 3.21065 -1.92508 1.40411
*
```

Properties
- calculated total energy (Ha) = -1362.52714
- ⟨S²⟩ = 2.049
- Kohn-Sham gap (spin up / spin down) (eV) = 6.4 / 5.7
- LUMO (spin up / spin down) (eV) = -7.7 / -8.0
- HOMO (spin up / spin down) (eV) = -14.082 / -13.655

Atomic partial charges in e from the Mulliken method, atoms 1 to 6: 0.030 -0.743 -0.678 0.579 -0.700 -0.302


The following is a quantum chemistry calculation of a structure of composition C22H31As3ClF9NO5Pd, from the OMol25 dataset.

```
! RIJCOSX wB97M-V def2-TZVPD def2/J DEFGRID3
* xyz -1 1
Pd 0.65740 -1.00855 0.01358
C 2.65568 4.16460 1.01450
As 1.13870 2.92886 0.78983
C 1.17448 2.95977 -1.17591
C -0.23416 4.31041 1.23157
C -1.64940 4.34805 0.63706
C -2.38109 5.50860 1.33386
C -2.46160 3.07917 0.92843
As -1.92482 1.30243 0.21079
C -3.34045 0.34667 1.17860
C -2.88799 1.36460 -1.50524
C -1.66678 4.60278 -0.87414
As -0.74326 6.21946 -1.53095
C -0.73861 5.64741 -3.40949
C -2.30794 7.40218 -1.69731
H 2.56237 5.02007 0.34222
H 3.58107 3.63144 0.81240
H 2.67614 4.52065 2.04540
H 1.14170 3.97685 -1.57306
H 0.37113 2.35855 -1.59892
H 2.11435 2.49307 -1.45551
H 0.23908 5.28464 1.07491
H -0.34878 4.19760 2.31579
H -2.44752 5.32677 2.40825
H -3.39547 5.62638 0.94327
H -1.84920 6.45314 1.19105
H -3.48820 3.22844 0.57242
H -2.53094 2.93393 2.01276
H -4.17255 1.02026 1.38872
H -2.94010 -0.06147 2.10508
H -3.69236 -0.48209 0.56606
H -3.89194 1.77402 -1.37163
H -2.95204 0.34950 -1.89687
H -2.34375 1.96785 -2.23002
H -2.70689 4.67340 -1.21170
H -1.21826 3.76893 -1.41173
H 0.02607 4.88619 -3.55899
H -0.51141 6.50334 -4.04489
H -1.71065 5.23821 -3.68859
H -2.58851 7.80021 -0.72365
H -3.15552 6.86372 -2.12355
H -2.04834 8.23584 -2.35038
F 5.81877 0.16712 -1.31968
C 4.49394 0.15665 -1.53718
F 4.28162 -0.43549 -2.71886
F 4.12204 1.43215 -1.67721
C 3.67825 -0.57075 -0.41558
O 2.38802 -0.25762 -0.64078
C 4.18053 -0.07234 0.97323
F 5.40074 -0.55911 1.27382
F 4.28484 1.27069 0.98186
F 3.35275 -0.41338 1.94584
C 3.97677 -2.10645 -0.54660
F 5.25883 -2.34504 -0.90392
F 3.19931 -2.65053 -1.47236
F 3.78494 -2.73964 0.61101
Cl -6.52262 -5.14304 -1.67456
C -5.05728 -4.22445 -1.44171
C -4.58972 -4.01723 -0.15483
C -3.42824 -3.28331 0.02492
C -2.75196 -2.76400 -1.07192
C -3.23316 -2.99118 -2.35537
C -4.39228 -3.72472 -2.54913
C -1.50863 -1.95728 -0.89377
O -0.87895 -1.50494 -1.86022
O -1.13907 -1.73164 0.31773
H -5.12568 -4.42839 0.68889
H -3.02752 -3.11288 1.01502
H -2.68163 -2.58453 -3.19223
H -4.77877 -3.90993 -3.54142
O 0.98738 -3.70881 0.27991
N 1.09972 -3.40050 1.45237
O 1.11378 -2.16240 1.73911
*
```

Properties
- calculated total energy (Ha) = -9482.08432
- Kohn-Sham gap (eV) = 8.1
- LUMO (eV) = 2.4
- HOMO (eV) = -5.761

Atomic partial charges in e from the Mulliken method, atoms 1 to 6: 0.111 -1.334 0.484 -0.579 -2.164 2.918


The following is a quantum chemistry calculation of a structure of composition C22H31BN6OPd, from the OMol25 dataset.

```
! RIJCOSX wB97M-V def2-TZVPD def2/J DEFGRID3
* xyz 4 5
C 0.66150 3.01371 -1.33113
N 1.00397 1.79958 -1.78780
N 1.23566 1.86870 -3.15009
C 1.17255 3.17697 -3.50930
C 0.79356 3.91907 -2.38677
B 1.33211 0.48209 -3.93579
N 2.45810 -0.39351 -3.25963
N 2.27722 -0.74762 -1.92930
C 3.17914 -1.70144 -1.62597
C 4.00941 -1.90713 -2.73831
C 3.52927 -1.07006 -3.74127
Pd 0.73249 0.02815 -0.76291
N -0.02195 -0.34950 -3.71586
N -0.38748 -0.69337 -2.41330
C -1.50706 -1.43810 -2.47848
C -1.86282 -1.60252 -3.83342
C -0.90270 -0.91228 -4.57820
H -2.03531 -1.79881 -1.60153
H -0.82013 -0.79683 -5.64910
H -2.72702 -2.12169 -4.20180
H 1.51928 0.65064 -5.09140
H 3.88242 -0.92172 -4.75482
H 1.38407 3.54151 -4.50745
H 4.83415 -2.60165 -2.79842
H 0.56881 4.96702 -2.30943
H 3.18195 -2.20702 -0.67093
H 0.27861 3.18332 -0.33427
H 0.61536 -2.41452 0.57753
C 0.78129 -3.14586 1.39143
H 1.09155 -4.11227 0.99641
H 1.56007 -2.76383 2.07793
H -0.16287 -3.29096 1.93543
C 1.66100 2.49980 2.61188
C 1.50754 1.03442 2.21479
C 2.64671 0.23949 2.84332
C 0.13273 0.56720 2.65491
C -0.13326 0.40204 4.01074
C -1.37585 -0.00131 4.48926
C -2.41763 -0.19498 3.57874
C -2.22796 -0.03497 2.21623
C -3.37625 -0.30489 1.24794
C -3.88005 -1.75403 1.31966
C -4.49591 0.71800 1.46720
C -0.93120 0.37694 1.73102
O -0.82752 0.64657 0.45327
H 1.63195 2.59081 3.70835
H 0.84492 3.09987 2.19808
H 2.61028 2.91479 2.26568
H 1.59750 0.92445 1.10074
H 2.65761 0.35816 3.93438
H 2.58380 -0.82923 2.61401
H 3.61161 0.59976 2.47293
H 0.69325 0.64829 4.67735
H -1.52220 -0.10056 5.56756
H -3.41074 -0.46433 3.94674
H -2.95947 -0.14795 0.24219
H -4.33159 -1.97249 2.29879
H -4.62798 -1.94063 0.53702
H -3.04117 -2.44778 1.15852
H -4.06025 1.72431 1.40572
H -5.26231 0.62196 0.69186
H -4.95277 0.58623 2.45909
*
```

Properties
- calculated total energy (Ha) = -1411.64356
- ⟨S²⟩ = 6.120
- Kohn-Sham gap (spin up / spin down) (eV) = 6.5 / 4.5
- LUMO (spin up / spin down) (eV) = -14.3 / -16.2
- HOMO (spin up / spin down) (eV) = -20.759 / -20.668

Atomic partial charges in e from the Mulliken method, atoms 1 to 6: -0.263 0.437 -0.049 0.046 -0.885 0.093